[1]
Formula: C31H55As2BrN3O2S2Si3Ti
Source: the Open Molecules 2025 dataset
Level of theory: ωB97M-V with the def2-TZVPD basis set

Structure (ORCA input):
```
! RIJCOSX wB97M-V def2-TZVPD def2/J DEFGRID3
* xyz 1 3
Ti 0.3641 -0.1347 0.5582
Br -7.5752 2.6012 -1.3020
C -5.9505 3.5516 -1.4822
C -4.9295 3.0353 -2.2684
C -3.7483 3.7494 -2.4114
C -3.5995 4.9890 -1.7951
C -4.6446 5.5021 -1.0411
C -5.8153 4.7802 -0.8619
N -2.5008 5.8757 -2.0744
N -1.3423 5.4712 -2.2528
C -0.8491 4.1974 -1.8529
C 0.1131 3.6578 -2.7083
C 0.7602 2.4697 -2.4324
C 0.5064 1.8167 -1.2332
O 1.1392 0.6584 -0.8749
C -0.4163 2.3472 -0.3300
N -0.5982 1.6209 0.8487
C -1.4603 2.1233 1.7852
C -2.0831 3.3298 1.6276
C -1.9069 4.0777 0.4497
C -1.1089 3.5634 -0.5974
H -5.0727 2.1019 -2.7967
H -2.9673 3.3821 -3.0651
H -4.5391 6.4878 -0.6042
H -6.6262 5.1836 -0.2699
H 0.3165 4.1928 -3.6295
H 1.4902 2.0579 -3.1178
H -1.6117 1.5190 2.6700
H -2.7240 3.7033 2.4165
H -2.3752 5.0454 0.3598
C 0.7220 -4.4257 -2.2789
Si 0.7196 -4.4907 -0.4234
C -1.0372 -4.6469 0.1633
C 1.7699 -5.9132 0.1626
As 1.4979 -2.4144 0.3918
Si 3.6916 -2.2959 -0.5507
C 3.4135 -1.6065 -2.2519
C 4.8138 -1.1529 0.3867
C 4.4796 -3.9702 -0.7017
Si 1.4364 -2.8407 2.7425
C 1.3086 -4.6422 3.1870
C -0.1922 -1.9689 3.1210
C 2.8141 -2.1533 3.7969
H 0.4616 -5.4132 -2.6743
H 1.7029 -4.1539 -2.6750
H -0.0059 -3.7044 -2.6563
H -1.4816 -5.5613 -0.2429
H -1.6283 -3.7927 -0.1813
H -1.1169 -4.6871 1.2512
H 2.2660 -6.3911 -0.6865
H 1.1537 -6.6641 0.6662
H 2.5418 -5.5927 0.8620
H 2.9255 -0.6324 -2.1860
H 2.7833 -2.2606 -2.8587
H 4.3716 -1.4856 -2.7686
H 4.5487 -0.1178 0.1679
H 5.8468 -1.3301 0.0682
H 4.7597 -1.2871 1.4682
H 3.9223 -4.6122 -1.3895
H 4.5639 -4.4900 0.2557
H 5.4902 -3.8375 -1.1031
H 0.6241 -5.2138 2.5605
H 0.9693 -4.7210 4.2252
H 2.2943 -5.1124 3.1217
H -1.0089 -2.4472 2.5759
H -0.1823 -0.9137 2.8094
H -0.4328 -1.9785 4.1868
H 3.7562 -2.0455 3.2537
H 2.9811 -2.8517 4.6241
H 2.5570 -1.1778 4.2089
C 4.2718 2.9981 2.6968
As 2.5514 2.7754 1.8834
C 2.7430 3.6059 0.1670
C 1.3319 3.8690 2.8711
S 2.0970 0.7124 2.1587
H 4.4743 4.0573 2.8466
H 5.0217 2.5672 2.0378
H 4.2800 2.4706 3.6456
H 3.4984 4.3798 0.3004
H 1.7969 4.0465 -0.1421
H 3.0704 2.8848 -0.5750
H 1.7255 4.8832 2.9338
H 1.2222 3.4412 3.8631
H 0.3696 3.8722 2.3617
C -5.1928 -0.8107 -0.8858
C -3.8644 -1.4111 -0.4509
S -2.5612 -0.1809 -0.4133
O -1.3914 -1.0083 0.2201
C -2.2187 -0.1128 -2.1979
C -1.2945 -1.2181 -2.6784
H -5.9736 -1.5654 -0.7965
H -5.1829 -0.4750 -1.9232
H -5.4735 0.0359 -0.2582
H -3.5257 -2.2292 -1.0887
H -3.9093 -1.7664 0.5799
H -1.8154 0.8814 -2.3868
H -3.2018 -0.1766 -2.6661
H -0.2719 -1.0621 -2.3445
H -1.2996 -1.2259 -3.7695
H -1.6227 -2.1988 -2.3321
*
```

## Properties
**E_HOMO (spin up / spin down)**: -7.73 / -9.64 eV
**LUMO (spin up / spin down)**: -0.08100 / -0.09162 Eh
**Gap between HOMO and LUMO (spin up / spin down)**: 5.525 / 7.145 eV

***

[2]
Formula: C31H55B3O18
Source: the Open Molecules 2025 dataset
Level of theory: ωB97M-V with the def2-TZVPD basis set

Structure (ORCA input):
```
! RIJCOSX wB97M-V def2-TZVPD def2/J DEFGRID3
* xyz 0 1
C 5.6904 -0.0120 -2.4445
C 4.5896 0.4393 -3.6174
B 3.1825 -0.4164 -3.4145
O 2.3701 -0.8220 -4.6171
B 1.0398 -1.1235 -4.0201
C 0.1058 -2.4324 -4.3401
C -1.2041 -2.1620 -5.2798
C -2.0805 -0.8294 -4.9118
C -1.9629 0.2036 -6.1833
C -2.0510 1.7936 -5.7970
C -1.0295 2.2533 -4.5859
O -1.0112 3.7226 -4.3567
C -1.5845 3.9006 -3.0099
O 0.5808 -0.1295 -2.9862
B 1.3490 -0.5301 -1.7861
C 0.7596 -0.7805 -0.2756
C -0.8002 -0.3448 -0.0403
C -1.8768 -0.9738 -1.1023
C -3.1908 -1.6861 -0.4309
O -4.4164 -0.8704 -0.4449
C -5.0844 -0.8833 -1.7550
C -6.3104 0.2248 -1.9680
O -4.8423 -1.7168 -2.7693
O 2.8176 -0.7743 -2.0155
H 5.4133 0.4734 -1.3948
H 5.6972 -1.1886 -2.3574
H 6.7610 0.3916 -2.7814
H 4.3000 1.5886 -3.5168
H 5.0054 0.2421 -4.7067
H 0.7898 -3.2195 -4.9209
H -0.2333 -3.0046 -3.3502
H -1.9270 -3.0988 -5.1200
H -0.9582 -2.1505 -6.4288
H -1.8637 -0.3557 -3.8648
H -3.2234 -1.1740 -4.8789
H -2.8919 -0.0288 -6.8930
H -0.9682 0.0165 -6.8077
H -3.1320 2.1352 -5.4965
H -1.7561 2.3960 -6.7820
H -1.3367 1.7525 -3.5510
H 0.0549 1.8717 -4.8948
H -0.8505 3.4434 -2.1906
H -2.6289 3.3729 -2.8584
H -1.7123 5.0657 -2.8339
H 0.9298 -1.8795 0.0920
H 1.4087 -0.0900 0.4509
H -1.1056 -0.7706 1.0316
H -0.9162 0.8380 0.0678
H -1.4174 -1.7306 -1.8779
H -2.2826 -0.0542 -1.7469
H -2.9572 -1.9074 0.7187
H -3.3322 -2.7668 -0.9161
H -7.2536 -0.2610 -2.5102
H -6.6860 0.5142 -0.8727
H -5.9551 1.1961 -2.5392
C 6.4736 0.0002 2.9430
C 5.1353 -0.1744 2.2546
C 4.3481 1.0961 2.1401
O 3.0132 0.6257 2.0947
C 3.0013 -0.5627 2.7717
O 1.9914 -1.1561 3.1064
O 4.2737 -0.9934 3.0280
H 6.9484 -0.9733 3.1065
H 7.1463 0.6240 2.3468
H 6.3534 0.4583 3.9310
H 5.2721 -0.6556 1.2787
H 4.5927 1.6591 1.2344
H 4.4529 1.7553 3.0097
C 2.1475 -3.3923 4.7852
C 1.0934 -4.3983 4.3700
C 0.5734 -5.2271 5.5057
O 0.1611 -6.4147 4.8537
C 0.9420 -6.5309 3.7369
O 1.0062 -7.5285 3.0406
O 1.6454 -5.3805 3.5088
H 2.5758 -2.9028 3.9037
H 1.7257 -2.6263 5.4427
H 2.9787 -3.8820 5.3045
H 0.2818 -3.8947 3.8312
H -0.2688 -4.7526 6.0180
H 1.3406 -5.4869 6.2444
C -10.1630 4.1372 -2.4134
C -10.4394 2.6718 -2.1456
C -11.4307 2.4385 -1.0456
O -11.0584 1.1596 -0.5647
C -9.7221 1.0258 -0.8234
O -9.0176 0.1392 -0.3742
O -9.2805 2.0228 -1.6487
H -9.3479 4.2456 -3.1372
H -11.0511 4.6417 -2.8057
H -9.8407 4.6519 -1.5015
H -10.7371 2.1677 -3.0729
H -12.4631 2.4320 -1.4078
H -11.3458 3.1560 -0.2211
C 7.6601 1.7751 8.7894
C 7.6168 1.6912 7.2772
C 8.0814 2.9411 6.5924
O 7.3881 2.8896 5.3587
C 6.2418 2.1806 5.5913
O 5.3084 2.1030 4.8124
O 6.2804 1.5751 6.8169
H 7.1990 0.8865 9.2341
H 8.6894 1.8558 9.1514
H 7.0909 2.6374 9.1541
H 8.1705 0.8101 6.9315
H 9.1633 2.9512 6.4300
H 7.7899 3.8599 7.1146
*
```

## Properties
**SMILES**: CCB1OB(CCCCCCOC)OB(CCCCOC(C)=O)O1.C[C@@H]1COC(=O)O1.C[C@@H]1COC(=O)O1.C[C@@H]1COC(=O)O1.C[C@@H]1COC(=O)O1
**E_HOMO**: -9.39 eV
**LUMO**: 0.01327 Eh
**Gap between HOMO and LUMO**: 9.753 eV

***

[3]
Formula: C31H55Br2F3N2O11
Source: the Open Molecules 2025 dataset
Level of theory: ωB97M-V with the def2-TZVPD basis set

Structure (ORCA input):
```
! RIJCOSX wB97M-V def2-TZVPD def2/J DEFGRID3
* xyz 0 1
C -3.1363 -1.7300 5.2868
C -3.1188 -0.3483 4.6510
C -3.6298 -0.1896 3.1975
Br -4.9389 -1.5074 2.6105
C -2.5487 0.0168 2.1574
C -2.3114 1.3459 1.7232
C -3.0389 2.5382 2.2889
O -4.4520 2.4757 1.9755
C -5.2287 3.2340 2.7647
F -4.7593 4.4791 2.9158
F -5.3425 2.7182 3.9961
F -6.4331 3.3024 2.2323
C -1.3566 1.6345 0.7495
C -0.6334 0.6053 0.1883
C -0.8566 -0.6930 0.6055
C -1.7878 -1.0331 1.5933
C -1.9289 -2.4766 1.9880
C -2.5825 -3.3498 0.9045
N -3.2750 -4.4952 1.5371
C 0.0814 -1.5554 -0.1723
O 0.3898 -2.6992 -0.0442
N 0.6725 -0.7350 -1.2081
Br -0.0494 -1.0809 -2.9023
C 0.4141 0.6422 -0.8562
O 1.0027 1.5746 -1.2733
H -2.9210 -1.6064 6.3483
H -4.1034 -2.2143 5.2325
H -2.3534 -2.3750 4.9096
H -2.0808 -0.0155 4.6457
H -3.6615 0.3522 5.2788
H -4.1956 0.7191 3.1760
H -2.6504 3.4421 1.8345
H -2.8826 2.6402 3.3612
H -1.1869 2.6528 0.4308
H -0.9236 -2.8614 2.1534
H -2.4885 -2.6111 2.9000
H -1.8023 -3.7377 0.2615
H -3.2756 -2.7659 0.3021
H -3.0669 -5.3403 1.0207
H -2.8532 -4.6550 2.4450
C -5.2918 3.6182 -2.5930
O -5.1208 2.5675 -3.5269
C -3.7617 2.3153 -3.8460
C -3.2501 1.0738 -3.1553
O -3.1435 1.2713 -1.7552
C -4.1764 0.6481 -1.0104
H -6.3480 3.6561 -2.3324
H -4.7086 3.4460 -1.6840
H -5.0041 4.5790 -3.0333
H -3.1356 3.1758 -3.5897
H -3.7046 2.1641 -4.9296
H -2.2449 0.8492 -3.5302
H -3.8955 0.2201 -3.3812
H -4.0837 -0.4429 -1.0630
H -5.1691 0.9453 -1.3581
H -4.0617 0.9570 0.0252
C 0.8142 -1.7231 4.4647
O 1.1136 -2.6789 3.4662
C 2.2799 -2.3608 2.7137
C 3.4559 -3.2124 3.1221
O 3.9080 -2.8816 4.4281
C 3.5248 -3.8267 5.4097
H -0.0155 -2.1113 5.0549
H 1.6676 -1.5506 5.1253
H 0.5078 -0.7714 4.0115
H 2.5288 -1.2996 2.8176
H 2.0387 -2.5461 1.6646
H 4.2847 -3.0198 2.4331
H 3.2009 -4.2736 3.0560
H 4.0404 -4.7800 5.2526
H 2.4443 -3.9952 5.4049
H 3.8163 -3.4285 6.3801
C 8.6207 -4.0500 -0.8774
O 7.5357 -3.8493 0.0088
C 7.8666 -3.0448 1.1311
C 7.3222 -1.6430 0.9887
O 7.9901 -0.9219 -0.0350
C 7.2308 -0.8044 -1.2245
H 8.2380 -4.5767 -1.7499
H 9.0573 -3.1007 -1.1990
H 9.3957 -4.6660 -0.4086
H 8.9495 -3.0145 1.2815
H 7.4137 -3.5127 2.0116
H 7.4875 -1.1028 1.9267
H 6.2445 -1.6723 0.8011
H 6.3560 -0.1650 -1.0647
H 6.9029 -1.7813 -1.5896
H 7.8681 -0.3416 -1.9759
C 1.4526 4.6023 -7.9224
O 1.1982 3.4407 -7.1549
C 1.2511 3.6687 -5.7544
C -0.1322 3.7284 -5.1508
O -0.8371 4.8886 -5.5691
C -1.8144 4.6222 -6.5579
H 1.2783 4.3498 -8.9668
H 0.7886 5.4237 -7.6401
H 2.4941 4.9218 -7.8086
H 1.7984 4.5890 -5.5319
H 1.7971 2.8318 -5.3069
H -0.0412 3.7761 -4.0604
H -0.6924 2.8232 -5.4057
H -2.6291 4.0231 -6.1376
H -1.3865 4.1007 -7.4182
H -2.2218 5.5751 -6.8911
*
```

## Properties
**SMILES**: CC[C@H](Br)c1c(COC(F)(F)F)cc2c(c1CCN)C(=O)N(Br)C2=O.COCCOC.COCCOC.COCCOC.COCCOC
**E_HOMO**: -9.24 eV
**LUMO**: -0.03247 Eh
**Gap between HOMO and LUMO**: 8.356 eV

***

[4]
Formula: C31H55F5N10O6Si
Source: the Open Molecules 2025 dataset
Level of theory: ωB97M-V with the def2-TZVPD basis set

Structure (ORCA input):
```
! RIJCOSX wB97M-V def2-TZVPD def2/J DEFGRID3
* xyz 0 1
C 3.6800 -3.2871 2.2981
Si 2.6824 -1.6833 2.2955
C 3.2788 -0.5551 3.6606
C 2.8725 -0.9229 0.5827
C 0.8751 -2.2685 2.6143
N 0.2391 -2.8525 1.5884
N -0.9809 -3.3002 1.8107
C -1.4540 -3.1254 3.0349
C -2.8568 -3.6794 3.2981
F -2.9516 -3.9908 4.6070
F -2.9837 -4.8355 2.5934
C -3.9586 -2.7288 2.8978
C -5.1715 -2.8123 3.5796
C -6.2515 -1.9987 3.2524
C -6.1119 -1.0763 2.2242
C -4.8969 -0.9906 1.5507
C -4.7994 0.0113 0.4322
F -5.8980 -0.0426 -0.3496
F -3.7564 -0.1819 -0.3643
F -4.7716 1.2597 0.9323
C -3.8188 -1.8016 1.8728
N -0.8660 -2.5178 4.0502
N 0.3565 -2.0669 3.8317
H 3.3158 -3.9175 1.4816
H 3.5619 -3.8594 3.2173
H 4.7298 -3.0991 2.0803
H 2.4285 0.0019 4.0600
H 3.9831 0.1747 3.2614
H 3.7236 -1.0888 4.5081
H 3.7124 -1.4171 0.1000
H 3.1196 0.1298 0.6897
H 1.9782 -1.0870 -0.0088
H -5.2858 -3.5473 4.3628
H -7.1761 -2.1087 3.7967
H -6.9591 -0.4630 1.9564
H -2.8907 -1.7235 1.3254
C -2.2728 3.7185 -1.6811
O -1.3450 4.3209 -2.1867
N -3.5598 3.8208 -2.0533
C -4.6069 3.0707 -1.3899
C -3.9223 4.6999 -3.1508
H -2.1239 3.0114 -0.8460
H -5.1055 2.4228 -2.1132
H -5.3398 3.7600 -0.9630
H -4.1882 2.4666 -0.5954
H -3.4053 4.3876 -4.0579
H -3.6294 5.7269 -2.9269
H -4.9950 4.6475 -3.3110
C -6.9340 1.9575 -5.2405
O -6.3155 2.8216 -4.6473
N -7.3840 0.8145 -4.6886
C -8.1121 -0.1742 -5.4591
C -7.1335 0.5632 -3.2779
H -7.1807 2.0457 -6.3117
H -9.1063 -0.3225 -5.0328
H -7.5764 -1.1254 -5.4478
H -8.2175 0.1578 -6.4896
H -7.5825 1.3528 -2.6738
H -6.0606 0.5540 -3.0866
H -7.5596 -0.3968 -2.9986
C 3.5281 -0.3421 -3.1292
O 2.7564 -0.0437 -2.2366
N 4.4656 0.4760 -3.6385
C 5.3644 0.0648 -4.7067
C 4.5793 1.8185 -3.0975
H 3.5198 -1.3385 -3.6045
H 6.3968 0.1308 -4.3557
H 5.2401 0.7103 -5.5668
H 5.1545 -0.9610 -5.0017
H 4.7978 1.7735 -2.0296
H 3.6388 2.3547 -3.2287
H 5.3761 2.3515 -3.6103
C 3.5150 -1.8769 7.5400
O 3.6223 -1.3229 6.4606
N 2.3895 -2.4503 7.9974
C 2.3240 -3.0906 9.2950
C 1.2020 -2.4230 7.1565
H 4.3581 -1.9500 8.2482
H 2.0570 -4.1431 9.1789
H 1.5709 -2.6006 9.9154
H 3.2883 -3.0253 9.7946
H 1.4057 -2.9233 6.2114
H 0.9214 -1.3928 6.9374
H 0.3817 -2.9241 7.6646
C 7.3737 -0.0216 -8.0821
O 6.4517 0.3369 -7.3724
N 8.6516 -0.1413 -7.6789
C 9.7055 -0.5724 -8.5766
C 8.9813 0.1730 -6.2990
H 7.2287 -0.2830 -9.1436
H 10.1670 -1.4868 -8.1989
H 10.4692 0.2036 -8.6558
H 9.2977 -0.7670 -9.5660
H 8.4181 -0.4735 -5.6257
H 8.7166 1.2080 -6.0792
H 10.0458 0.0277 -6.1350
C 0.1431 3.4116 3.6863
O 0.6406 2.6800 4.5188
N -1.0616 3.2127 3.1145
C -1.6103 4.1192 2.1244
C -1.8310 2.0453 3.5088
H 0.6504 4.3214 3.3223
H -2.5576 4.5274 2.4848
H -1.7857 3.5815 1.1928
H -0.9217 4.9388 1.9328
H -2.0320 2.0749 4.5804
H -1.2652 1.1366 3.2953
H -2.7716 2.0255 2.9624
*
```

## Properties
**SMILES**: C[Si](C)(C)c1nnc(C(F)(F)c2cccc(C(F)(F)F)c2)nn1.CN(C)C=O.CN(C)C=O.CN(C)C=O.CN(C)C=O.CN(C)C=O.CN(C)C=O
**E_HOMO**: -8.68 eV
**LUMO**: -0.02441 Eh
**Gap between HOMO and LUMO**: 8.014 eV

***

no.,electronic energy (Ha)
1,-11088.812446
2,-2643.103236
3,-7598.811909
4,-3002.033731